C3H6Cl6 | ωB97M-V/def2-TZVPD

Geometry as ORCA input:
```
! wB97M-V def2-TZVPD RIJCOSX def2/J DEFGRID3
* xyz 0 1
C -4.3645 4.9436 7.6188
Cl -6.0632 5.0643 8.2076
Cl -4.2870 5.1550 5.8544
H -3.7531 5.6642 8.1618
H -3.9928 3.9224 7.7037
C -0.9853 1.7198 12.3514
Cl -0.0630 0.5035 13.2504
Cl -2.5908 1.0994 11.9934
H -1.0643 2.5458 13.0581
H -0.4874 2.0050 11.4246
C -1.1532 2.2106 7.6634
Cl -1.8883 0.5957 7.6980
Cl -1.6710 3.2252 8.9718
H -0.0637 2.1832 7.6857
H -1.4282 2.6703 6.7142
*
```

Results
- SMILES string: ClCCl.ClCCl.ClCCl
- Relative energy (zero: lowest compared OMol25 entry of this formula, charge and spin): 0.261 eV
- Lowest unoccupied orbital energy: 0.47 eV
- HOMO-LUMO gap: 11.45 eV
- Max |F|: 1.19 eV/A